Entry from the OMol25 dataset: one molecule with the formula CH6N4O (the ωB97M-V functional and the def2-TZVPD basis).

The geometry in XYZ format:
```
12
Properties=species:S:1:pos:R:3:forces:R:3
H -0.22218 1.11092 0.99912 -0.81 0.43 -0.10
H -1.85251 -0.68399 0.04665 -0.03 0.20 -0.11
H 2.25077 -1.02197 -0.06959 -0.09 -0.08 0.11
N 1.40148 -1.57876 -0.04626 0.30 -0.04 -0.14
N -2.04312 0.29376 -0.16488 0.37 -0.14 -0.03
O 1.35875 1.05029 -0.47622 -0.39 -0.10 0.24
N -1.00022 1.12570 -0.23588 0.76 -0.21 0.82
H 1.04661 1.83245 -0.94899 -0.01 -0.03 0.00
H 1.49930 -2.38062 0.56130 0.06 0.17 0.02
H -2.95983 0.69814 -0.05304 0.31 -0.01 0.22
N 0.26754 -0.86668 0.32390 -0.54 1.00 -0.02
C 0.25340 0.42075 0.06390 0.08 -1.19 -1.02
```
Positions in Å, forces in eV/Å.

Computed properties:
total charge = 0
HOMO energy (spin up / spin down) = -7.009 / -7.011 eV

Atom charges from the Mulliken analysis, given in e for atoms 1 to 4: 0.09, 0.26, 0.21, -0.52

---

Entry from the OMol25 dataset: a 2-piece molecular cluster, CH6N4O overall (the ωB97M-V functional and the def2-TZVPD basis).

The geometry in XYZ format:
```
12
Properties=species:S:1:pos:R:3:forces:R:3
N -0.93714 -2.28582 0.12906 -2.13 -0.25 2.34
H -0.54922 1.68600 0.11848 -1.69 0.69 -1.12
N 0.12026 1.44863 0.79228 1.56 -0.54 1.33
H 1.28841 -0.58662 -1.33455 0.19 -0.44 -0.16
H -0.18335 0.37457 -1.41009 3.01 -0.56 0.73
H -1.64921 -2.76587 0.81315 1.23 0.53 -1.08
C 0.92306 0.61077 0.23475 -0.77 2.74 0.76
H 1.79343 0.39253 0.76795 1.32 -1.04 0.81
H -1.00796 0.22097 1.78343 0.88 1.09 -0.42
O -1.31880 -0.67528 1.66432 -1.47 -2.78 0.11
N -0.74562 -1.14120 0.51427 0.48 0.15 -0.30
N 0.84028 0.24934 -1.03093 -2.61 0.43 -3.01
```
Positions in Å, forces in eV/Å.

Computed properties:
total charge = 0
SMILES = [H]/N=C\N.[H]/N=N\O
HOMO energy = -9.495 eV

Atom charges from the Mulliken analysis, given in e for atoms 1 to 4: -0.73, 0.22, -0.85, 0.25

---

ΔE to the lowest compared entry with this formula, charge and spin
In order: 535.6, 381.4
Unit: kJ/mol
Strongest force on any atom
In order: 1.6, 4.0
Unit: eV/A